Record 1
Density functional theory data (the ωB97M-V functional and the def2-TZVPD basis) for the molecule C6H9N3O2 in a non-equilibrium geometry.

As for the LUMO energy: 0.7250 eV. The value obtained for the largest force on an atom is 3.9 eV/A. Its multiplicity is 1.

Last column: Löwdin charge in e.
Element x y z (Å)
O 1.7662 -0.9877 1.3454  0.125
O 2.6231 -0.8686 -0.7493  0.106
N -0.9112 -0.8153 -0.4169  0.116
N 0.9182 1.2867 -1.3286  0.032
N -2.9676 -0.2587 -0.1140  0.023
C 1.3779 1.0134 -0.0073  -0.344
C -2.3135 0.6734 0.5599  -0.056
C -2.1517 -1.1431 -0.6250  -0.217
C -1.0034 0.3548 0.2855  -0.274
C 1.9768 -0.4520 0.1591  -0.530
C 0.1665 1.1926 0.8941  -0.097
H -2.5737 -2.1161 -1.0628  0.153
H -2.8970 1.2814 1.2403  0.129
H 2.2269 1.7092 0.1968  0.159
H -3.9249 -0.4038 -0.0273  0.132
H 2.0852 -1.8989 1.2672  0.136
H 0.3559 0.8737 1.9322  0.115
H 0.3955 0.4361 -1.7035  0.098
H -0.0741 2.2494 0.7821  0.112
H 1.7007 1.3960 -1.9749  0.081

---

Record 2
Density functional theory data (the ωB97M-V functional and the def2-TZVPD basis) for the molecule C6H9N3O2S in a non-equilibrium geometry.

As for the LUMO energy (alpha / beta): 0.6567 / -2.0913 eV. The value obtained for the largest force on an atom is 3.1 eV/A. Its multiplicity is 3.

Last column: Löwdin spin population.
Element x y z (Å)
S -4.6875 -0.8953 0.5285  0.009
O 0.2204 2.3928 -0.7649  0.039
O -3.6128 0.1620 -0.1167  0.012
N -1.5880 1.3132 0.0806  0.008
N -1.5242 -1.0443 -0.2985  0.740
N -0.3240 -1.0127 -0.4666  0.853
C -0.2789 1.4118 -0.2763  0.023
C -2.1680 0.0482 0.3751  0.127
C 0.4607 0.1070 0.0213  0.135
C 3.0417 0.2425 0.3522  0.002
C 2.7295 -1.1056 -0.2136  0.003
C 1.8553 0.0645 -0.5502  0.002
H 0.4924 0.0054 1.1195  0.018
H 1.9201 0.4860 -1.5430  0.001
H 2.3244 -1.8572 0.4440  0.002
H 3.3662 -1.5116 -0.9844  0.000
H 3.8904 0.7812 -0.0407  0.000
H -2.2208 2.0675 -0.1562  0.003
H 2.8677 0.4156 1.4035  0.001
H -4.5473 -1.8911 -0.3672  0.001
H -2.2173 -0.1801 1.4536  0.020

---

Record 3
Density functional theory data (the ωB97M-V functional and the def2-TZVPD basis) for the molecule C6H9N3O4 in a non-equilibrium geometry.

As for the LUMO energy: -0.5225 eV. The value obtained for the largest force on an atom is 3.9 eV/A. Its multiplicity is 1.

Last column: Löwdin charge in e.
Element x y z (Å)
O -0.4792 -2.5479 -1.1103  0.078
O -0.4370 2.4379 -1.3564  0.066
O -2.3798 1.6211 -2.1990  0.133
O -0.4101 -2.8768 0.9534  0.101
N 1.1684 0.0982 2.1001  0.090
N -0.2384 0.4289 0.3225  -0.085
N -0.1293 -2.1904 -0.0008  -0.345
C 0.1104 0.8859 1.6119  -0.274
C 1.3654 -0.6789 -1.2548  -0.007
C -1.5232 1.5683 -1.3665  -0.463
C 1.4115 -0.9139 1.3743  -0.068
C 0.6893 -0.9420 0.0584  -0.285
C -1.5951 0.6618 -0.1482  -0.064
H -2.0729 1.0553 0.7387  0.129
H 0.4305 1.9874 1.6183  0.148
H -2.1081 -0.2492 -0.2834  0.118
H 0.1831 2.3712 -0.5832  0.112
H -0.7988 0.8233 2.2602  0.137
H 2.3711 -0.0829 -0.9416  0.152
H 0.5710 -0.2222 -1.9050  0.103
H 2.1339 -1.5870 1.7927  0.126
H 1.7373 -1.6480 -1.6811  0.098

---

Record 4
Density functional theory data (the ωB97M-V functional and the def2-TZVPD basis) for the ion C6H9N4 with charge +1 in a non-equilibrium geometry.

Its charge is +1. As for the LUMO energy: -5.2575 eV. The value obtained for the largest force on an atom is 4.5 eV/A. Its multiplicity is 1.

Last column: Löwdin charge in e.
Element x y z (Å)
N 2.7603 1.2847 -0.9258  0.070
N -0.0284 -0.2617 0.1777  0.106
N 2.3505 2.4439 -1.0561  0.103
N 2.0278 0.3008 -0.4502  0.038
C 0.6936 4.3140 -0.8644  0.120
C 0.6653 0.5877 -0.2947  -0.079
C 1.4365 3.2494 -0.8781  -0.047
C -1.7667 -2.0157 0.2237  -0.224
C -1.2304 -3.1933 0.9683  -0.081
C -1.0129 -0.8684 0.6650  -0.101
H -1.8128 -4.0607 0.6697  0.096
H -0.2280 -3.3938 0.6978  0.073
H -2.8154 -1.7184 0.5973  0.162
H -1.2691 -2.9012 1.9971  0.081
H 2.5865 -0.6035 -0.3997  0.203
H -1.7293 -2.2128 -0.8342  0.120
H 1.0726 5.2816 -1.1979  0.104
H -0.4253 4.4279 -0.7415  0.126
H -1.2749 -0.6604 1.6459  0.129

---

Record 5
Density functional theory data (the ωB97M-V functional and the def2-TZVPD basis) for the molecule C6H9N4O3P in a non-equilibrium geometry.

As for the LUMO energy: 0.1590 eV. The value obtained for the largest force on an atom is 3.9 eV/A. Its multiplicity is 1.

Last column: Löwdin charge in e.
Element x y z (Å)
P 2.8742 0.4067 -0.1578  0.372
O 0.6769 -2.4283 0.3663  0.071
O 2.5864 0.6315 -1.5308  -0.254
O 2.1686 -0.9865 0.5450  -0.146
N 4.4364 -0.0814 0.0008  -0.067
N 0.2297 -0.1623 0.1941  0.137
N 2.5216 1.5203 1.0042  -0.020
N 0.8468 -1.2220 0.2936  -0.361
C -3.8686 0.1250 -0.3149  -0.100
C -1.1523 -0.1808 -0.0836  -0.241
C -3.2782 -1.0212 0.0742  -0.116
C -1.6790 1.1148 -0.3442  0.002
C -3.0804 1.2750 -0.5106  -0.045
C -1.9404 -1.2253 0.1708  -0.049
H -4.8737 0.0485 -0.5804  0.086
H -0.9454 1.8582 -0.6539  0.109
H 4.6312 -0.7832 0.7705  0.092
H -1.6296 -2.2965 0.2585  0.131
H -4.0045 -1.8593 -0.1156  0.131
H 4.8379 -0.4410 -0.8797  0.074
H -3.4759 2.1516 -1.0233  0.103
H 2.1037 2.3887 0.7565  0.059
H 2.0146 1.1676 1.7603  0.032

---

Record 6
Density functional theory data (the ωB97M-V functional and the def2-TZVPD basis) for a cluster of 2 separate species, C6H9N4OP in total in a non-equilibrium geometry.

As for the LUMO energy (alpha / beta): 0.4313 / -2.3443 eV. The value obtained for the largest force on an atom is 5.5 eV/A. Its multiplicity is 3.

Last column: Löwdin spin population.
Element x y z (Å)
P 0.6281 2.1252 -0.2417  0.737
O 0.1256 0.9782 -1.3169  0.204
N 4.2055 0.5702 0.5817  0.013
N 4.0220 -1.1572 -0.7700  0.061
N -2.8252 -2.5918 1.1040  0.000
N 3.0307 0.6067 -0.0504  0.104
C 2.1986 1.6607 0.1281  0.641
C -3.2378 -1.7003 0.3830  0.000
C 2.9461 -0.4640 -0.9235  0.118
C -3.7060 0.5940 0.4879  0.002
C 4.7678 -0.5333 0.1110  0.088
C -3.4342 -0.6208 -0.2769  0.000
H -4.6680 1.1112 0.3109  0.000
H -3.6415 0.1603 1.4831  0.000
H 2.0110 -0.7982 -1.3476  0.003
H -3.6653 -0.5861 -1.3829  0.000
H -2.8496 1.2328 0.5634  0.004
H -3.5346 -3.2382 1.6022  0.000
H 5.6787 -0.8913 0.3372  0.006
H 2.6716 2.3775 0.8718  0.018
H -0.7234 1.1642 -1.6543  -0.001

---

Record 7
Density functional theory data (the ωB97M-V functional and the def2-TZVPD basis) for a structure of composition C6H9NO in a non-equilibrium geometry.

As for the LUMO energy: 0.7702 eV. The value obtained for the largest force on an atom is 6.1 eV/A. Its multiplicity is 1.

Last column: Löwdin charge in e.
Element x y z (Å)
O -0.7220 -1.6732 -0.2732  -0.084
N 0.8472 1.3542 -0.0952  0.017
C 1.8274 -0.6138 -0.0484  -0.089
C -1.6669 0.4614 -0.6488  -0.046
C -0.5675 -0.4141 -1.1065  -0.172
C -0.6422 -0.7687 0.9012  -0.148
C 0.5809 -0.0354 -0.1237  -0.563
C -1.7056 0.2702 0.7219  -0.018
H -2.1882 1.0928 -1.2278  0.070
H -2.6066 0.7101 1.2170  0.120
H 2.7758 -0.0401 -0.5307  0.151
H 1.6139 -1.6499 -0.3610  0.104
H -0.1356 1.8393 -0.2441  0.099
H 1.1937 1.7218 1.0234  0.198
H 2.0610 -0.6935 0.9806  0.070
H -0.2148 -1.0844 1.9418  0.169
H -0.4505 -0.4768 -2.1264  0.124

---

Record 8
Density functional theory data (the ωB97M-V functional and the def2-TZVPD basis) for a cluster of 2 separate species, C6H9NO in total in a non-equilibrium geometry.

As for the LUMO energy: 0.6919 eV. The value obtained for the largest force on an atom is 1.6 eV/A. Its multiplicity is 1.

Last column: Löwdin charge in e.
Element x y z (Å)
O -2.8923 -0.0804 0.5408  -0.160
N -0.1456 0.2705 -0.2108  0.049
C 1.9631 1.4235 0.1748  -0.054
C 0.6136 1.1560 0.4583  -0.115
C 1.7518 -0.1435 -1.6386  -0.065
C 2.5505 0.7154 -0.8856  -0.073
C -2.6739 -1.2625 1.3475  -0.163
C 0.4496 -0.3537 -1.2066  -0.151
H 2.5532 2.0573 0.8319  0.103
H 2.1588 -0.6674 -2.5123  0.110
H 0.1074 1.7005 1.2230  0.103
H -2.0927 -1.0495 2.2250  0.054
H -2.0316 0.1327 0.1764  -0.008
H -3.6626 -1.6697 1.6362  0.078
H -0.1446 -1.0241 -1.7911  0.106
H -2.1129 -2.0366 0.7570  0.078
H 3.6082 0.8314 -1.1260  0.107

---

Record 9
Density functional theory data (the ωB97M-V functional and the def2-TZVPD basis) for the molecule C6H9NO in a non-equilibrium geometry.

As for the LUMO energy: 0.8275 eV. The value obtained for the largest force on an atom is 6.4 eV/A. Its multiplicity is 1.

Last column: Löwdin charge in e.
Element x y z (Å)
O 2.3500 -0.1136 0.2705  -0.098
N -0.7764 0.7983 0.8159  -0.022
C -1.1174 1.5424 -0.4426  -0.018
C 0.3140 1.0921 -0.0754  -0.225
C -1.2528 -1.2532 -0.4991  -0.130
C 0.0535 -1.3600 -0.0382  -0.141
C 1.0645 -0.1347 -0.5000  -0.221
C -0.9518 -0.5831 0.7842  -0.248
H -1.6054 0.9656 -1.2038  0.078
H 2.9601 0.4270 -0.4423  0.168
H -1.4279 -0.7147 -1.3852  0.076
H -1.3789 -1.0468 1.6690  0.142
H 0.9516 1.8567 0.4283  0.148
H 1.2335 -0.0856 -1.5810  0.137
H -1.9066 -2.2494 -0.5355  0.165
H -1.4071 2.5560 -0.4020  0.085
H 0.5554 -2.2093 0.2027  0.106

---

Record 10
Density functional theory data (the ωB97M-V functional and the def2-TZVPD basis) for the molecule C6H9NO in a non-equilibrium geometry.

As for the LUMO energy: 1.0212 eV. The value obtained for the largest force on an atom is 4.7 eV/A. Its multiplicity is 1.

Last column: Löwdin charge in e.
Element x y z (Å)
O 0.1667 0.8466 -2.1555  -0.013
N 0.9505 -0.8475 0.7922  -0.002
C 1.0746 0.4432 1.4889  -0.131
C -1.7233 -0.3042 0.7700  -0.074
C -0.0431 0.6986 -0.7567  -0.343
C -1.0321 -0.4122 -0.5195  -0.247
C 1.2078 0.4352 -0.0082  -0.165
C -0.5296 -1.1921 0.5505  -0.224
H -1.5772 -0.6889 -1.4334  0.162
H -0.6877 -2.3526 0.6268  0.172
H 2.1321 0.5258 2.0056  0.131
H -2.6294 -0.9786 0.8969  0.127
H 0.2570 0.6863 2.1910  0.113
H 1.0729 1.1783 -2.1208  0.082
H -1.8839 0.6662 1.2114  0.101
H 2.2919 0.5764 -0.3282  0.165
H -0.6879 1.5357 -0.5003  0.146

---

Record 11
Density functional theory data (the ωB97M-V functional and the def2-TZVPD basis) for the molecule C6H9NO in a non-equilibrium geometry.

As for the LUMO energy: 0.7828 eV. The value obtained for the largest force on an atom is 3.5 eV/A. Its multiplicity is 1.

Last column: Löwdin charge in e.
Element x y z (Å)
O -0.4823 -1.5082 -0.1272  -0.013
N -2.7522 -0.0051 -0.2631  -0.003
C -1.6288 0.5181 0.5189  -0.209
C 1.5892 1.5239 -0.2159  -0.056
C 0.9933 0.1831 0.1203  -0.255
C 1.6413 -1.0655 0.2246  -0.032
C 0.7131 -2.0537 -0.0512  -0.123
C -0.3514 -0.0992 -0.0586  -0.199
H 1.6995 2.4423 0.5565  0.122
H 0.8483 1.8423 -0.9714  0.078
H 0.5808 -3.1020 0.0691  0.118
H -1.4896 1.6756 0.5615  0.146
H 2.5524 1.5028 -0.6869  0.055
H 2.7615 -1.2019 0.1376  0.129
H -2.6492 -0.9802 -0.0856  0.040
H -2.4008 0.1027 -1.2629  0.103
H -1.6251 0.2248 1.5342  0.098

---

Record 12
Density functional theory data (the ωB97M-V functional and the def2-TZVPD basis) for the molecule C6H9NO in a non-equilibrium geometry.

As for the LUMO energy: 0.6918 eV. The value obtained for the largest force on an atom is 6.1 eV/A. Its multiplicity is 1.

Last column: Löwdin charge in e.
Element x y z (Å)
O 1.6558 0.7355 -1.4610  -0.053
N -0.0866 -1.6579 -2.9153  0.186
C -0.7458 1.0930 -0.4585  -0.016
C -1.0527 -1.0266 0.9023  -0.009
C -0.0651 -0.9118 -2.0595  -0.159
C 0.8605 0.4812 1.3803  -0.020
C 0.1217 0.1113 -1.1012  -0.272
C -0.1297 0.0393 0.3638  -0.481
H 1.3701 -0.4377 1.5437  0.082
H 1.5295 1.2653 0.8580  0.123
H -0.6710 -1.6233 1.7443  0.094
H -1.9200 -0.4578 1.2609  0.101
H -0.4759 2.0947 -0.7067  0.132
H -1.3116 -1.7463 0.1647  0.070
H 2.1812 0.2277 -0.8540  0.036
H -1.6845 0.9084 -0.8921  0.113
H 0.4239 0.9051 2.2302  0.075

---

For the records above, the corresponding total energy values read -14932.995 -25763.161 -19023.267 -12314.575 -27757.576 -23658.678 -9899.952 -9904.881 -9901.452 -9901.576 -9903.197 -9902.457 eV.
For the records above, the corresponding relative energy (zero: lowest compared OMol25 entry of this formula, charge and spin) values read 27.6 17.9 64.3 185.8 0.0 2.6 130.3 16.7 95.7 92.9 55.5 72.6 kcal per mole.